Record 1
108
Properties=species:S:1:pos:R:3 method="wB97M-V/def2-TZVPD" orbital_gap_ev=9.05 e_lumo_ev=0.10 e_tot_ha=-2022.1036 homo_ev=-8.951 total_charge=0
O -4.789 -2.817 -2.575
H 1.886 -2.782 -3.944
H 0.609 -2.776 1.398
H -0.795 -1.080 0.370
O -5.292 2.259 -1.533
C -1.746 2.330 2.045
H 3.011 5.142 -4.155
H -3.393 -2.234 2.791
C 1.775 -6.978 2.441
C 2.309 4.380 -3.794
C 0.498 -3.087 0.356
H 3.289 2.331 3.024
H -4.853 1.446 -1.249
H 2.144 6.422 1.208
H -4.344 3.718 -2.565
O 2.672 2.005 2.359
H 3.915 0.431 2.174
H -5.511 4.737 -0.501
H -4.113 -3.412 -2.209
H -1.109 -3.340 3.402
H 2.179 -1.098 3.655
H 2.132 5.611 2.727
H 0.595 -0.174 0.075
C -0.548 -0.414 -1.741
H -3.308 2.864 -1.481
O -4.928 -0.500 -1.086
H 2.371 -6.504 3.230
H -2.337 -1.227 3.727
C 3.784 3.664 -2.065
H 0.766 -5.054 2.032
N -0.278 6.524 2.190
H 3.146 4.143 -1.303
C 3.117 1.435 -1.014
H -4.884 -3.089 -3.493
H -2.623 -5.380 -1.549
H 1.550 4.894 -3.196
H 0.169 -1.605 -5.035
H -2.631 -4.280 3.572
C -2.050 -3.436 3.950
O 2.476 -7.187 1.228
H 2.012 0.225 -4.308
O 2.932 3.315 -3.142
H 5.481 1.669 0.011
H -1.119 1.600 -1.123
O 0.890 -2.037 -0.525
H 3.226 -7.772 1.367
O 1.634 -3.348 -3.206
C -0.035 -0.946 -0.406
H 1.838 3.984 -4.693
H 2.434 1.099 -1.801
C -4.506 4.295 -0.468
H -0.107 7.281 1.542
H 1.145 -3.933 0.130
H -0.621 -2.320 -2.191
H 3.588 0.524 -0.645
H 2.460 1.946 -0.308
H 1.541 -2.744 -2.456
H -0.506 -3.479 0.180
H -4.987 -1.395 -1.484
H 1.378 0.428 3.813
C -1.559 0.700 -1.561
H -2.719 -4.427 -0.358
H 2.844 -0.657 -5.236
N -1.175 -1.525 -2.509
O -1.795 -3.627 5.352
H 2.359 0.213 1.417
H 2.344 4.643 1.244
H -1.302 -1.240 -5.030
H -0.033 -6.179 3.073
H 0.985 -4.796 -2.471
H -0.061 4.171 3.503
C 4.269 2.342 -1.452
H 0.618 3.238 2.253
C 0.302 5.285 1.660
C -4.316 3.294 -1.555
H -5.709 -0.427 -0.525
H 4.533 2.862 0.457
H -2.596 2.267 1.364
H -4.344 3.886 0.528
O 0.825 -5.577 -1.888
H -1.267 6.531 2.396
H -0.990 1.625 1.680
C 2.838 0.593 2.316
O -2.745 -4.450 -1.321
H 1.677 -5.760 -1.479
H -3.728 -2.123 4.433
H -2.055 0.976 -2.491
C 1.822 5.495 1.683
H -0.001 -6.567 1.334
H 4.875 1.939 -2.269
O -1.380 3.685 1.902
H -1.810 -4.582 5.469
C -2.874 -2.174 3.757
H -2.044 2.013 3.049
H 4.540 4.360 -2.438
H 1.489 -7.934 2.892
H -2.353 0.387 -0.874
C 0.554 -6.111 2.151
C 2.361 -0.023 3.652
H -2.088 -1.635 -2.066
O 2.305 -0.686 -4.437
O -0.606 -1.577 -5.606
H 0.304 -0.046 -2.324
H 0.040 5.234 0.596
N 5.158 2.581 -0.300
H -3.952 5.230 -0.603
H 3.024 0.250 4.469
C -0.102 4.048 2.413

Record 2
122
Properties=species:S:1:pos:R:3 method="wB97M-V/def2-TZVPD" orbital_gap_ev=7.92 e_lumo_ev=-0.41 e_tot_ha=-2775.4394 homo_ev=-8.327 total_charge=0
H 0.916 -1.082 -0.759
H 1.249 -5.163 0.423
H 2.472 -2.087 -2.178
H -3.191 -3.387 3.873
N -1.166 -2.148 1.905
C 3.062 3.417 -2.362
H -0.683 -0.505 -1.210
N -1.954 0.285 2.979
N 3.086 4.295 -3.296
H 1.154 -4.914 2.135
C 1.856 0.558 -3.885
O 1.805 -2.760 3.694
C 2.412 -0.381 4.166
C 1.508 -4.489 1.168
H 2.954 -0.476 1.353
O -1.878 1.735 0.504
H 0.991 -3.293 3.659
N -1.539 3.548 -1.796
H 3.064 -3.098 -3.674
H -1.553 -2.484 -1.462
H -2.527 2.669 2.110
H 0.912 -3.129 -0.075
H -3.224 3.315 0.543
O 0.059 2.026 2.514
O -1.085 -3.758 -3.005
H -2.143 0.855 0.202
C 1.385 1.815 2.193
C -1.275 4.017 -2.992
H 2.734 -0.768 5.171
C 1.380 -1.458 3.676
H -0.002 1.498 -0.090
H 1.717 6.618 -0.757
H 1.779 -0.481 -4.084
H -3.985 -0.308 5.208
H 2.323 4.901 -3.606
H 3.252 -3.981 2.244
N 1.897 3.408 -1.745
H 2.864 -1.716 0.039
H 1.025 -1.212 2.692
C -1.942 -4.451 -0.709
H -1.707 -1.808 1.181
H -0.936 6.307 1.570
N -0.188 6.453 0.898
H -3.730 -0.173 2.197
C -2.659 0.487 4.045
H -1.783 -4.341 -3.335
N -2.847 -2.700 3.170
H 4.036 4.382 -3.748
H 0.494 1.050 -2.599
H -1.681 -0.688 2.571
H 1.550 2.300 1.286
N -4.963 -1.360 -0.523
H -5.805 -1.780 -0.334
N -2.089 0.658 -3.233
H 1.587 4.817 -1.066
H 2.954 0.687 -0.583
O 2.136 -3.964 -1.962
O 0.156 4.138 0.962
H -0.984 3.598 -0.915
N 1.228 5.705 -0.574
H -3.197 -1.457 4.069
N -3.395 -0.455 4.352
H 1.731 2.719 -1.062
C 3.523 -0.978 0.522
C 3.058 -4.535 1.293
H -0.256 7.317 0.358
O -2.026 3.558 -4.032
O 0.586 1.057 -0.659
C -1.166 -3.470 -1.562
O 0.526 0.926 -3.592
H 0.996 3.686 -2.290
H -0.304 -2.646 1.523
H 3.472 -3.864 0.564
O 4.265 2.838 -1.900
H -1.209 1.104 -3.622
H -1.312 1.047 2.577
H 1.400 -2.564 -3.274
C 0.459 5.382 0.471
H -2.964 -4.563 -0.958
H -0.155 -3.282 -1.243
H 3.035 -4.309 -1.721
O -2.727 -0.820 -0.055
H 0.102 5.470 -3.765
O -2.863 1.704 4.664
O 1.033 -3.151 0.882
H -3.567 -2.293 2.555
C 0.143 -0.312 -0.586
H 3.368 -5.617 1.189
H 1.363 0.790 1.852
H -1.866 -4.143 0.362
C -2.901 2.409 1.153
H 0.499 -1.207 4.265
C -2.236 -0.611 -3.219
H 4.151 -0.423 -1.396
H -0.021 5.309 -2.018
H -0.096 -0.436 0.422
H 4.701 1.697 -0.540
N -1.208 -1.215 -3.769
C -1.599 -2.831 2.872
H -0.451 -0.768 -4.267
H -3.717 1.800 1.513
H 1.917 0.599 4.323
H -1.103 -2.206 -3.558
H 2.181 1.147 -4.787
O -3.330 -1.361 -2.659
N -0.270 4.890 -2.969
H 2.531 0.768 -3.076
H -5.428 -0.703 1.971
H -2.459 3.084 -1.751
H 4.403 -1.542 0.820
O 4.821 0.894 -0.051
H 3.242 -0.220 3.465
C -4.056 -0.957 0.327
H -2.777 1.095 -2.617
C 3.797 0.050 -0.496
N -4.481 -0.685 1.558
H -0.252 2.877 2.059
H -1.530 -5.480 -0.587
H 2.070 1.972 2.925
H -4.486 -1.712 -1.292
C 2.343 -2.910 -2.854
O -0.787 -3.667 3.550

Record 3
124
Properties=species:S:1:pos:R:3 method="wB97M-V/def2-TZVPD" orbital_gap_ev=8.80 e_lumo_ev=-0.09 e_tot_ha=-2914.0040 homo_ev=-8.892 total_charge=0
H 1.042 2.654 1.212
C -3.307 1.586 4.115
H 2.349 0.521 4.737
C -3.625 3.035 3.762
C 0.014 -0.221 0.673
O -2.842 3.690 4.601
H -0.948 4.518 2.308
H 5.354 1.436 2.934
O 2.878 4.542 -0.883
H 0.121 -2.857 2.026
H -0.985 3.501 -3.474
O -2.932 -1.895 3.970
H -2.482 1.542 0.719
O 3.295 0.960 1.552
H 4.643 -0.698 0.840
H 0.501 3.103 -1.746
C 0.251 0.517 5.105
H 3.720 4.654 -0.367
H 2.270 -1.618 4.910
H -2.949 2.294 -5.058
H 0.306 0.751 0.345
O 1.753 2.258 -3.191
H 0.299 -2.354 -1.309
H 1.073 4.354 1.267
O 2.472 0.139 -5.178
H 5.070 -0.208 3.358
H -4.371 -2.093 -4.498
O -3.459 -1.636 -6.181
C 4.551 0.305 1.336
O 1.397 3.663 3.030
H 0.267 0.394 6.185
C 1.451 0.087 4.365
H -2.367 1.234 3.775
O 0.080 -1.449 -1.451
H -2.625 -4.895 1.430
H 2.682 -3.871 -3.648
H 0.796 -0.898 -4.572
H -1.504 -0.510 -0.725
H -1.416 1.844 -1.665
H -3.857 0.462 2.721
O -0.404 -2.504 2.739
H 2.401 -3.898 -0.851
H 3.674 -2.008 -4.306
O -3.765 -1.728 0.961
H 0.319 1.971 3.958
O -0.645 0.888 -3.314
O 6.599 -0.034 2.121
H -3.136 -4.377 0.002
H -2.599 -1.750 3.070
H 1.937 0.611 -5.803
H 0.417 -4.312 -3.307
H 4.962 1.048 0.500
H 2.300 -2.173 1.766
H -0.824 -0.755 2.360
C -0.780 3.536 1.942
C -0.685 -1.069 -0.344
H 2.683 0.766 -2.082
C 2.845 -2.614 0.990
H -1.639 -2.730 -4.679
C -2.168 -1.963 -4.158
H -2.793 -1.643 -2.308
H 0.914 -0.661 0.957
H -3.753 -0.515 -4.466
H 1.513 -1.655 -5.727
C 1.812 -1.097 -4.855
O -0.765 0.013 1.822
H -4.604 3.282 3.801
O 2.737 0.236 -1.325
H -2.666 3.529 -3.152
H 1.330 0.293 3.345
H -0.529 0.049 -2.901
H -3.181 0.269 0.780
H 0.278 -2.514 3.396
H -2.577 0.957 -2.674
H 2.615 -4.811 0.516
O -3.358 1.204 0.715
H 0.342 -4.415 -0.303
H -3.028 4.597 4.371
O -1.194 3.214 0.618
H -1.497 -1.141 -4.364
H 3.522 2.949 -1.817
H -2.188 -2.167 4.537
H 3.045 -1.887 0.153
H -0.688 -3.411 -2.855
H -1.225 -1.906 0.135
H -3.454 -2.586 1.104
C 0.708 3.527 1.843
H 6.643 -0.875 2.547
C 2.171 -3.835 0.241
H 1.562 4.196 -2.687
C -1.696 1.573 -2.673
H 2.327 -1.711 -2.956
C 5.351 0.475 2.557
O -0.172 -4.157 -2.566
H 2.508 2.595 -0.446
O 0.711 -3.864 0.413
H -4.856 -0.403 -1.780
O -2.747 -4.134 0.864
H -3.903 -0.851 -6.475
O 0.047 1.854 4.820
C -1.883 2.869 -3.437
H -1.126 2.810 2.657
C -3.506 -1.531 -4.843
O 4.069 -3.042 1.606
H 3.746 -3.600 2.331
H -0.595 -0.088 4.826
H -3.409 1.322 5.243
C 1.473 3.250 -2.197
O 2.132 -3.279 -4.165
H 2.319 3.471 2.861
O -2.044 2.541 -4.816
H 2.750 0.863 0.792
H 2.035 -0.352 -1.274
H -1.182 4.002 0.078
H -3.121 3.349 2.862
O -2.163 -2.243 -2.775
H 0.972 1.832 -3.421
C 2.630 -1.990 -3.977
H -4.681 -1.698 1.212
O -4.315 0.860 3.451
O -3.956 -0.624 -1.500
C 2.666 3.268 -1.268
O 1.571 -1.270 4.296
H -4.110 -1.041 -0.638